C7H10 in the gas phase. Source: the OMol25 dataset; level of theory: ωB97M-V/def2-TZVPD.

Each line ends with the Mulliken charge.
CARTESIAN COORDINATES (ANGSTROEM)
C 2.41 -0.05 -0.55  -0.14
C 1.45 0.47 -0.04  -0.92
C 0.00 0.58 -0.04  1.20
C -0.73 -0.22 1.02  -0.56
C -0.07 -1.55 1.37  -1.21
C -0.44 0.48 -1.49  -0.78
C -0.67 1.74 -0.71  -0.68
H 2.99 -0.65 -1.21  0.37
H -1.75 -0.39 0.65  0.34
H -0.83 0.39 1.93  0.26
H 0.09 -2.17 0.48  0.31
H -0.70 -2.12 2.07  0.38
H 0.91 -1.40 1.85  0.33
H 0.35 0.51 -2.24  0.30
H -1.25 -0.20 -1.72  0.25
H -1.69 1.95 -0.40  0.27
H -0.07 2.61 -0.97  0.26

Output
highest occupied orbital energy = -9.1 eV
SMILES = C#CC1(CC)CC1
HOMO-LUMO gap = 10.19 eV
calculated total energy = -272.60027 a.u.
LUMO level = 1.13 eV

=====

C10H9AgN4O2SSe3Te as an isolated structure in a non-equilibrium geometry. Source: the OMol25 dataset; level of theory: ωB97M-V/def2-TZVPD.

Each line ends with the Mulliken charge.
CARTESIAN COORDINATES (ANGSTROEM)
Ag -6.37 -0.19 11.80  0.31
N -14.71 0.52 13.50  -0.67
C -13.87 0.23 12.44  1.12
C -12.62 -0.22 12.73  -0.50
C -11.72 -0.70 11.78  -0.72
C -12.09 -0.70 10.42  -0.06
C -13.34 -0.17 10.12  -0.27
C -14.26 0.17 11.10  -0.64
S -11.00 -1.35 9.27  1.29
O -11.43 -0.84 7.97  -0.73
O -11.14 -2.79 9.50  -0.76
N -9.54 -0.93 9.73  -0.71
C -9.13 0.40 9.74  0.44
N -10.08 1.36 9.46  -0.34
C -9.66 2.59 9.28  -0.15
C -8.30 3.01 9.37  -0.72
C -7.43 2.00 9.79  0.14
N -7.84 0.71 10.05  -0.35
H -14.31 0.82 14.40  0.25
H -15.30 1.25 13.26  0.25
H -12.25 -0.18 13.77  0.17
H -10.69 -0.97 12.05  0.45
H -13.67 0.00 9.08  0.37
H -15.20 0.61 10.79  0.22
H -10.29 3.34 8.97  0.42
H -8.01 4.05 9.18  0.34
H -6.41 2.29 10.06  0.25
Se -6.03 -0.41 14.56  -0.54
Se -3.82 0.28 14.73  -0.27
Te -2.66 -0.68 12.69  -0.07
Se -4.04 0.31 10.84  -0.53

Output
highest occupied orbital energy = -1.1 eV
HOMO-LUMO gap = 5.52 eV
calculated total energy = -8773.56012 a.u.
total charge = -2
LUMO level = 4.40 eV

=====

C16H15AuN3O as an isolated structure. Source: the OMol25 dataset; level of theory: ωB97M-V/def2-TZVPD.

Each line ends with the Mulliken charge.
CARTESIAN COORDINATES (ANGSTROEM)
Au -0.23 -0.28 -1.52  0.61
C 2.96 -3.47 -1.21  -0.69
C 3.63 -3.17 -0.03  -0.45
C 3.23 -2.06 0.69  -0.55
C 2.17 -1.28 0.23  0.41
N 1.54 -1.59 -0.90  -0.32
C 1.92 -2.65 -1.60  -0.13
C 1.70 -0.09 0.98  0.86
C 2.22 0.33 2.21  -0.47
C 1.67 1.46 2.79  -0.83
C 0.64 2.14 2.18  -0.54
C 0.15 1.65 0.96  1.05
N 0.70 0.57 0.42  -0.15
C -0.98 2.23 0.21  0.00
C -1.86 3.14 0.78  -0.53
C -2.95 3.58 0.05  -0.47
C -3.11 3.13 -1.25  -0.59
C -2.17 2.25 -1.76  -0.12
N -1.16 1.80 -1.05  -0.33
H 3.23 -4.33 -1.80  0.40
H 4.44 -3.79 0.32  0.46
H 3.74 -1.81 1.61  0.31
H 1.35 -2.85 -2.50  0.43
H 3.01 -0.20 2.71  0.31
H 2.05 1.80 3.75  0.45
H 0.23 3.03 2.64  0.33
H -1.71 3.50 1.79  0.26
H -3.67 4.24 0.50  0.45
H -3.94 3.45 -1.85  0.42
H -2.23 1.89 -2.78  0.43
C -2.76 -2.45 -1.21  -0.66
O -2.54 -1.05 -1.28  -0.42
H -3.81 -2.67 -1.03  0.30
H -2.16 -2.92 -0.42  0.28
H -2.47 -2.87 -2.17  0.25
H -2.83 -0.65 -0.45  0.28

Output
highest occupied orbital energy = -11.2 eV
HOMO-LUMO gap = 7.92 eV
calculated total energy = -993.68184 a.u.
total charge = +1
LUMO level = -3.25 eV